The following is a DFT calculation (ωB97M-V/def2-TZVPD) of a molecular structure, C19H26N4O2.

The LUMO energy comes out at 0.58 eV. The calculation puts the energy above the lowest of the compared OMol25 structures with the same formula, charge and spin at 2294.9 kJ/mol. The calculation puts the calculated total energy at -30159.24526 eV. The value obtained for the HOMO-LUMO gap is 7.89 eV.

Geometry (Å):
C (1.44, 3.66, -0.39)
H (2.11, 3.57, -1.08)
H (0.36, 3.88, -0.89)
H (1.63, 4.51, 0.29)
C (1.07, 2.60, 0.35)
N (0.76, 1.42, -0.53)
C (-0.39, 1.00, -0.54)
O (-1.07, 0.11, -1.46)
C (-1.67, 1.55, 0.32)
N (-1.36, 1.25, 1.84)
C (-1.37, -0.10, 2.34)
C (-1.09, 0.36, 3.62)
C (-0.90, 1.93, 3.86)
N (-0.99, 2.14, 2.57)
H (-0.64, 2.45, 4.56)
C (-0.87, -0.67, 4.85)
H (-0.15, -0.40, 5.69)
H (-1.87, -0.65, 5.43)
O (-0.91, -2.08, 4.31)
C (-1.20, -2.35, 3.07)
C (-1.52, -3.57, 2.73)
C (-1.76, -4.13, 1.47)
C (-2.24, -3.22, 0.54)
C (-1.95, -1.84, 0.85)
C (-1.87, -1.38, 1.92)
H (-2.41, -1.09, 0.15)
C (-2.78, -3.37, -0.65)
H (-2.54, -4.68, -1.06)
H (-2.32, -2.82, -1.53)
H (-3.84, -3.52, -0.68)
H (-2.11, -5.17, 1.29)
H (-1.28, -4.26, 3.49)
H (-1.62, 2.55, 0.33)
H (-2.58, 1.26, 0.16)
C (1.63, 0.80, -1.48)
H (1.41, -0.55, -1.53)
H (2.45, 0.99, -1.20)
C (1.61, 1.13, -2.86)
N (2.25, 0.62, -3.97)
C (2.15, -0.86, -4.28)
H (2.58, -1.41, -3.21)
H (2.75, -1.13, -5.17)
H (1.04, -0.89, -4.26)
C (3.71, 1.11, -3.75)
H (4.14, 0.72, -4.85)
H (3.67, 2.06, -3.49)
H (4.14, 0.50, -2.82)
H (0.34, 1.08, -3.02)
H (1.40, 2.27, -3.03)
H (2.24, 2.04, 0.59)
H (0.45, 2.55, 1.11)